Entry from the Open Molecules 2025 dataset: one molecule with the formula C23H22N6O5S in a non-equilibrium geometry (ωB97M-V/def2-TZVPD).

Kohn-Sham gap = 8.8 eV
ΔE to the lowest compared entry with this formula, charge and spin = 0.00 kJ/mol
Multiplicity = 1
SMILES string = O=C(Cn1cnc2c(cnn2-c2ccccc2)c1=O)Nc1ccc(S(=O)(=O)N2CCOCC2)cc1

```
57
C23H22N6O5S ωB97M-V/def2-TZVPD
O 0.562 -0.331 0.652
C 0.977 0.700 1.121
N 0.701 1.952 0.663
C -0.096 2.327 -0.423
C -0.729 1.399 -1.249
C -1.506 1.841 -2.303
C -1.653 3.196 -2.532
C -1.028 4.126 -1.724
C -0.248 3.693 -0.669
H 0.248 4.412 -0.033
H -1.158 5.175 -1.938
S -2.678 3.731 -3.896
O -2.685 5.169 -3.919
O -2.294 3.033 -5.086
N -4.151 3.095 -3.394
C -5.035 2.623 -4.444
H -4.411 2.148 -5.200
C -5.826 3.786 -5.046
H -6.574 3.426 -5.755
O -6.534 4.484 -4.045
C -5.655 5.017 -3.079
H -6.282 5.532 -2.349
C -4.838 3.907 -2.408
H -4.084 4.336 -1.746
H -5.497 3.248 -1.833
H -4.964 5.731 -3.548
H -5.127 4.465 -5.557
H -5.717 1.889 -4.003
H -2.000 1.145 -2.961
H -0.606 0.345 -1.062
H 1.135 2.725 1.149
C 1.877 0.726 2.366
N 2.496 -0.561 2.562
C 1.736 -1.636 2.884
N 2.146 -2.848 3.014
C 3.469 -3.023 2.774
N 4.191 -4.166 2.825
N 5.482 -3.917 2.528
C 5.603 -2.637 2.287
C 4.357 -1.991 2.426
C 3.887 -0.648 2.281
O 4.508 0.349 1.979
H 6.551 -2.212 2.027
C 3.781 -5.471 3.125
C 4.740 -6.479 3.164
C 4.359 -7.774 3.459
C 3.030 -8.071 3.715
C 2.080 -7.064 3.673
C 2.445 -5.763 3.379
H 1.710 -4.976 3.344
H 1.043 -7.292 3.870
H 2.736 -9.084 3.945
H 5.104 -8.555 3.489
H 5.768 -6.228 2.961
H 0.687 -1.446 3.061
H 1.271 0.997 3.237
H 2.694 1.445 2.241
```

***

Entry from the Open Molecules 2025 dataset: C27H32N5OW as an isolated structure (ωB97M-V/def2-TZVPD).

Kohn-Sham gap (spin up / spin down) = 6.7 / 7.1 eV
<S²> = 2.1843
Multiplicity = 3
Total charge = +3

```
66
C27H32N5OW ωB97M-V/def2-TZVPD
W 0.320 -0.400 0.033
C -0.106 -2.007 -1.940
N 0.790 -2.322 -0.786
C 2.161 -2.700 -1.243
C 0.131 -3.355 0.045
C 0.027 -4.662 -0.380
C -0.689 -5.563 0.395
C -1.321 -5.126 1.552
C -1.204 -3.811 1.977
C -0.438 -2.915 1.240
N -0.139 -1.546 1.544
C 0.178 -1.097 2.863
C -0.289 -1.597 4.073
C 0.168 -1.051 5.264
C 1.098 -0.022 5.266
C 1.589 0.470 4.063
C 1.121 -0.066 2.883
N 1.691 0.301 1.571
C 2.964 -0.477 1.377
C 2.001 1.763 1.467
H -0.601 -2.894 -2.327
H 0.444 -1.506 -2.728
H -0.940 -1.350 -1.588
H 2.106 -3.502 -1.977
H 2.735 -3.041 -0.387
H 2.639 -1.836 -1.699
H 0.488 -4.989 -1.304
H -0.770 -6.596 0.083
H -1.917 -5.816 2.136
H -1.751 -3.504 2.852
H -1.023 -2.381 4.120
H -0.211 -1.440 6.200
H 1.455 0.392 6.200
H 2.337 1.253 4.071
H 3.696 -0.176 2.126
H 3.370 -0.272 0.386
H 2.761 -1.537 1.503
H 2.861 2.009 2.085
H 1.148 2.346 1.808
H 2.245 2.002 0.434
C -1.508 4.642 -2.666
N -0.654 3.462 -2.882
N -0.514 2.460 -1.948
C 0.610 1.738 -2.279
O 0.943 0.689 -1.585
C 1.175 2.301 -3.400
C 0.374 3.390 -3.737
C 0.577 4.411 -4.796
C -1.597 1.939 -1.199
C -1.330 1.336 0.045
C -2.393 0.891 0.851
C -3.689 0.945 0.380
C -3.930 1.472 -0.885
C -2.894 1.966 -1.674
H -2.052 4.536 -1.734
H -2.214 4.744 -3.487
H -0.887 5.533 -2.605
H 2.075 1.980 -3.899
H 1.395 4.115 -5.447
H 0.825 5.382 -4.358
H -0.324 4.539 -5.397
H -0.364 1.564 0.533
H -2.186 0.515 1.845
H -4.509 0.597 0.993
H -4.942 1.510 -1.267
H -3.110 2.365 -2.656
```

***

Entry from the Open Molecules 2025 dataset: a 2-piece molecular cluster, C5H9NO overall in a non-equilibrium geometry (ωB97M-V/def2-TZVPD).

Kohn-Sham gap = 10.2 eV
ΔE to the lowest compared entry with this formula, charge and spin = 277.88 kJ/mol
Multiplicity = 1
SMILES string = C=CN=C.CC=O

```
16
C5H9NO ωB97M-V/def2-TZVPD
C -0.171 0.137 -1.656
C 0.027 0.529 -2.916
C 1.642 -1.130 -1.221
N 0.837 -0.267 -0.753
H -1.109 0.402 -1.175
H 0.998 0.660 -3.373
H -0.858 0.795 -3.478
H 2.513 -1.410 -0.633
H 1.458 -1.676 -2.147
O -1.408 -0.705 1.686
C -1.080 0.177 2.435
C 0.056 1.114 2.151
H -1.660 0.320 3.363
H 0.950 0.595 2.518
H -0.037 2.053 2.693
H 0.202 1.245 1.087
```

***

What did the third record say?
Entry from the Open Molecules 2025 dataset: a 2-piece molecular cluster, C5H9NO overall in a non-equilibrium geometry (ωB97M-V/def2-TZVPD).

Kohn-Sham gap = 10.2 eV
ΔE to the lowest compared entry with this formula, charge and spin = 277.88 kJ/mol
Multiplicity = 1
SMILES string = C=CN=C.CC=O

```
16
C5H9NO ωB97M-V/def2-TZVPD
C -0.171 0.137 -1.656
C 0.027 0.529 -2.916
C 1.642 -1.130 -1.221
N 0.837 -0.267 -0.753
H -1.109 0.402 -1.175
H 0.998 0.660 -3.373
H -0.858 0.795 -3.478
H 2.513 -1.410 -0.633
H 1.458 -1.676 -2.147
O -1.408 -0.705 1.686
C -1.080 0.177 2.435
C 0.056 1.114 2.151
H -1.660 0.320 3.363
H 0.950 0.595 2.518
H -0.037 2.053 2.693
H 0.202 1.245 1.087
```

***

The highest multiplicity belongs to which entry? C27H32N5OW

***

Among the records above, which one has the highest multiplicity? C27H32N5OW

***

Repeat the second record exactly.
Entry from the Open Molecules 2025 dataset: C27H32N5OW as an isolated structure (ωB97M-V/def2-TZVPD).

Kohn-Sham gap (spin up / spin down) = 6.7 / 7.1 eV
<S²> = 2.1843
Multiplicity = 3
Total charge = +3

```
66
C27H32N5OW ωB97M-V/def2-TZVPD
W 0.320 -0.400 0.033
C -0.106 -2.007 -1.940
N 0.790 -2.322 -0.786
C 2.161 -2.700 -1.243
C 0.131 -3.355 0.045
C 0.027 -4.662 -0.380
C -0.689 -5.563 0.395
C -1.321 -5.126 1.552
C -1.204 -3.811 1.977
C -0.438 -2.915 1.240
N -0.139 -1.546 1.544
C 0.178 -1.097 2.863
C -0.289 -1.597 4.073
C 0.168 -1.051 5.264
C 1.098 -0.022 5.266
C 1.589 0.470 4.063
C 1.121 -0.066 2.883
N 1.691 0.301 1.571
C 2.964 -0.477 1.377
C 2.001 1.763 1.467
H -0.601 -2.894 -2.327
H 0.444 -1.506 -2.728
H -0.940 -1.350 -1.588
H 2.106 -3.502 -1.977
H 2.735 -3.041 -0.387
H 2.639 -1.836 -1.699
H 0.488 -4.989 -1.304
H -0.770 -6.596 0.083
H -1.917 -5.816 2.136
H -1.751 -3.504 2.852
H -1.023 -2.381 4.120
H -0.211 -1.440 6.200
H 1.455 0.392 6.200
H 2.337 1.253 4.071
H 3.696 -0.176 2.126
H 3.370 -0.272 0.386
H 2.761 -1.537 1.503
H 2.861 2.009 2.085
H 1.148 2.346 1.808
H 2.245 2.002 0.434
C -1.508 4.642 -2.666
N -0.654 3.462 -2.882
N -0.514 2.460 -1.948
C 0.610 1.738 -2.279
O 0.943 0.689 -1.585
C 1.175 2.301 -3.400
C 0.374 3.390 -3.737
C 0.577 4.411 -4.796
C -1.597 1.939 -1.199
C -1.330 1.336 0.045
C -2.393 0.891 0.851
C -3.689 0.945 0.380
C -3.930 1.472 -0.885
C -2.894 1.966 -1.674
H -2.052 4.536 -1.734
H -2.214 4.744 -3.487
H -0.887 5.533 -2.605
H 2.075 1.980 -3.899
H 1.395 4.115 -5.447
H 0.825 5.382 -4.358
H -0.324 4.539 -5.397
H -0.364 1.564 0.533
H -2.186 0.515 1.845
H -4.509 0.597 0.993
H -4.942 1.510 -1.267
H -3.110 2.365 -2.656
```